[1]
Formula: C2H9NO
Source: the Open Molecules 2025 dataset
Level of theory: the ωB97M-V functional and the def2-TZVPD basis

Its SMILES is [H][H].C1CO1.N. The calculation puts the electronic energy at -211.48502 hartree. For the energy relative to the best compared isomer or geometry (same formula, charge and spin), the calculation gives 2.7226 eV. The strongest force on any atom comes out at 2.16 eV Å⁻¹. For the frontier orbital gap, the calculation gives 10.534 eV.

The geometry in ORCA input format:
```
! wB97M-V def2-TZVPD RIJCOSX def2/J DEFGRID3
* xyz 0 1
N -0.93 2.17 0.37
H -1.65 2.63 0.89
H -2.90 -2.02 -7.71
H -0.64 2.65 -0.46
H -0.98 1.16 0.38
C 1.00 -0.74 1.25
O -0.19 -0.87 0.45
C 1.02 -0.59 -0.22
H 1.25 0.21 1.73
H 1.07 -1.62 1.89
H 1.01 0.37 -0.70
H 1.46 -1.41 -0.79
H -2.86 -1.28 -7.82
*
```

Electronic structure analysis, Löwdin charges in units of e: N 0.03; H 0.00; H 0.00; H 0.00; H -0.02; C -0.14; O -0.12; C -0.17; H 0.10; H 0.11; H 0.10; H 0.11; H 0.00



[2]
Formula: C4H12
Source: the Open Molecules 2025 dataset
Level of theory: the ωB97M-V functional and the def2-TZVPD basis

The expectation value of S² is 0.75. The calculation puts the electronic energy at -159.15898 hartree. For the energy relative to the best compared isomer or geometry (same formula, charge and spin), the calculation gives 0.2954 eV. The strongest force on any atom comes out at 1.26 eV Å⁻¹. For the frontier orbital gap (alpha / beta), the calculation gives 13.565 / 4.483 eV.

The geometry in ORCA input format:
```
! wB97M-V def2-TZVPD RIJCOSX def2/J DEFGRID3
* xyz 1 2
C -0.56 -0.23 1.96
C -1.15 0.98 1.39
H -0.77 -0.34 3.03
H -1.00 -1.15 1.52
H 0.53 -0.30 1.81
H -0.84 1.07 0.31
H -0.86 2.02 1.74
H -2.21 1.04 1.63
C 1.08 -1.06 -1.86
C 0.58 0.29 -1.47
H 0.72 -1.36 -2.84
H 2.17 -1.15 -1.84
H 0.71 -1.78 -1.11
H 1.13 1.11 -1.97
H 0.77 0.54 -0.41
H -0.47 0.44 -1.73
*
```

Electronic structure analysis, Löwdin charges in units of e: C -0.08; C -0.03; H 0.12; H 0.14; H 0.11; H 0.11; H 0.18; H 0.12; C -0.11; C -0.14; H 0.09; H 0.09; H 0.10; H 0.13; H 0.07; H 0.09



[3]
Formula: C56H82N6O52S13
Source: the Open Molecules 2025 dataset
Level of theory: the ωB97M-V functional and the def2-TZVPD basis

The calculation puts the electronic energy at -11600.10851 hartree. The strongest force on any atom comes out at 5.73 eV Å⁻¹. For the frontier orbital gap, the calculation gives 9.583 eV.

The geometry in ORCA input format:
```
! wB97M-V def2-TZVPD RIJCOSX def2/J DEFGRID3
* xyz 0 1
C 19.17 16.20 13.47
C 18.00 16.97 12.93
O 18.21 18.27 13.44
S 19.74 18.58 13.69
O 19.85 19.30 14.94
O 20.37 19.05 12.50
O 20.21 17.09 13.85
H 19.61 15.48 12.82
H 18.97 15.66 14.44
H 17.08 16.62 13.43
H 17.95 17.05 11.85
C 10.35 19.84 14.33
C 9.53 19.99 12.98
O 10.14 18.95 12.17
S 11.68 18.76 12.49
O 12.42 19.79 11.80
O 11.95 17.36 12.40
O 11.63 19.25 14.00
H 9.90 19.31 15.16
H 10.50 20.91 14.62
H 9.67 20.96 12.52
H 8.47 19.68 13.12
C 16.81 21.55 11.36
C 17.29 21.55 9.94
O 17.02 22.92 9.48
S 15.70 23.49 10.21
O 14.48 23.19 9.52
O 16.09 24.77 10.60
O 15.79 22.53 11.49
H 17.66 21.79 12.01
H 16.37 20.62 11.66
H 16.72 20.78 9.41
H 18.36 21.43 9.84
C 19.26 25.49 9.44
C 19.74 26.46 10.59
O 20.87 25.59 11.29
S 20.26 24.07 11.20
O 19.00 24.10 11.91
O 21.26 23.06 11.40
O 19.86 24.20 9.70
H 19.71 25.94 8.49
H 18.23 25.39 9.47
H 18.97 26.59 11.38
H 20.10 27.45 10.22
C 21.70 17.53 16.98
C 23.20 17.42 16.52
O 23.93 18.37 17.30
S 23.32 18.28 18.80
O 23.56 19.59 19.39
O 23.87 17.09 19.37
O 21.82 18.07 18.39
H 21.15 16.55 17.00
H 21.18 18.34 16.48
H 23.28 17.74 15.46
H 23.52 16.36 16.56
C 17.24 12.17 14.41
C 16.84 13.57 14.94
O 15.54 13.77 14.40
S 15.43 13.02 13.01
O 16.12 13.77 12.03
O 14.11 12.56 12.81
O 16.31 11.75 13.40
H 17.11 11.39 15.13
H 18.23 12.19 13.97
H 17.37 14.31 14.37
H 16.92 13.70 15.99
C 13.72 12.36 20.31
C 13.77 11.03 19.57
O 14.21 11.32 18.21
S 15.26 12.46 18.29
O 14.89 13.34 17.23
O 16.58 11.88 18.38
O 14.90 13.02 19.77
H 13.86 12.45 21.40
H 12.80 12.95 20.21
H 12.86 10.42 19.49
H 14.47 10.46 20.12
C 13.09 16.31 9.51
C 13.63 15.30 10.47
O 14.50 16.18 11.33
S 15.25 17.20 10.37
O 16.19 16.42 9.65
O 15.51 18.43 11.05
O 14.04 17.46 9.52
H 12.11 16.64 9.84
H 13.04 16.05 8.48
H 14.32 14.68 9.91
H 12.85 14.76 11.04
C 12.48 13.67 15.22
C 12.43 15.10 15.70
O 11.20 15.62 15.06
S 10.28 14.46 14.57
O 10.34 14.41 13.15
O 9.09 14.55 15.28
O 11.03 13.22 15.14
H 13.12 12.99 15.79
H 12.85 13.69 14.22
H 13.37 15.66 15.39
H 12.28 15.15 16.75
C 20.37 18.88 20.74
C 19.85 19.88 19.82
O 18.62 20.49 20.46
S 18.55 20.15 21.99
O 17.55 19.20 22.14
O 18.73 21.30 22.74
O 20.05 19.41 22.02
H 21.42 18.79 20.76
H 19.89 17.95 20.53
H 19.49 19.40 18.94
H 20.48 20.75 19.56
C 13.73 22.74 21.80
C 14.63 22.15 22.89
O 13.76 21.13 23.45
S 12.30 21.85 23.61
O 12.42 22.74 24.73
O 11.28 20.87 23.45
O 12.34 22.65 22.25
H 13.85 22.07 20.94
H 13.91 23.78 21.54
H 14.81 22.89 23.72
H 15.52 21.75 22.48
C 14.56 18.37 20.72
C 13.09 18.62 21.17
O 12.33 17.56 20.55
S 13.15 16.24 20.37
O 12.97 15.76 19.06
O 13.01 15.40 21.49
O 14.63 16.95 20.48
H 15.31 18.49 21.49
H 14.79 18.98 19.79
H 12.73 19.58 20.76
H 12.94 18.52 22.25
C 18.13 25.25 14.40
C 17.68 25.16 15.83
O 17.92 26.49 16.37
S 19.29 26.98 15.83
O 20.35 26.25 16.49
O 19.24 28.36 15.70
O 19.17 26.29 14.42
H 17.40 25.57 13.66
H 18.41 24.29 14.00
H 18.27 24.47 16.34
H 16.63 24.86 15.92
N 11.58 20.85 17.91
C 11.56 19.56 17.58
C 10.86 18.57 18.17
C 10.10 18.92 19.29
C 10.28 20.20 19.78
C 11.00 21.16 19.03
H 12.11 19.33 16.69
H 10.88 17.55 17.81
H 9.46 18.22 19.85
H 9.82 20.54 20.68
H 11.11 22.23 19.36
N 18.95 22.60 17.82
C 19.81 22.36 16.76
C 21.00 23.08 16.57
C 21.35 23.89 17.70
C 20.60 24.00 18.83
C 19.37 23.28 18.89
H 19.43 21.70 16.00
H 21.61 23.02 15.65
H 22.17 24.55 17.60
H 20.88 24.64 19.65
H 18.64 23.24 19.70
N 19.32 15.58 16.89
C 18.39 16.55 17.00
C 17.40 16.46 18.00
C 17.38 15.33 18.84
C 18.32 14.34 18.66
C 19.27 14.46 17.64
H 18.45 17.48 16.40
H 16.65 17.22 18.12
H 16.66 15.28 19.67
H 18.29 13.48 19.36
H 20.10 13.69 17.46
N 15.37 18.98 17.10
C 14.69 18.29 16.16
C 14.71 18.52 14.78
C 15.45 19.56 14.34
C 16.20 20.29 15.25
C 16.08 20.01 16.59
H 14.14 17.45 16.52
H 14.02 18.08 14.11
H 15.60 19.78 13.33
H 16.78 21.12 14.89
H 16.63 20.60 17.33
N 12.97 24.38 18.75
C 13.83 23.66 18.05
C 15.22 23.91 18.06
C 15.70 24.89 18.94
C 14.79 25.71 19.59
C 13.40 25.40 19.50
H 13.39 22.80 17.59
H 15.97 23.31 17.51
H 16.75 25.03 19.18
H 15.14 26.61 20.13
H 12.63 25.94 20.10
N 14.81 24.47 14.67
C 13.95 23.51 14.09
C 13.03 23.87 13.17
C 12.80 25.22 12.89
C 13.54 26.20 13.49
C 14.52 25.76 14.41
H 14.03 22.47 14.31
H 12.46 23.11 12.67
H 12.04 25.45 12.12
H 13.29 27.28 13.37
H 15.13 26.49 14.90
*
```

Löwdin atomic charge list, values in e, 99 entries: C -0.17; C -0.13; O -0.20; S 0.58; O -0.26; O -0.21; O -0.18; H 0.13; H 0.10; H 0.14; H 0.13; C -0.12; C -0.10; O -0.20; S 0.59; O -0.22; O -0.22; O -0.22; H 0.12; H 0.14; H 0.12; H 0.15; C -0.18; C -0.12; O -0.20; S 0.59; O -0.21; O -0.22; O -0.19; H 0.13; H 0.09; H 0.13; H 0.14; C -0.14; C -0.04; O -0.22; S 0.62; O -0.26; O -0.20; O -0.21; H 0.16; H 0.07; H 0.12; H 0.13; C -0.06; C -0.17; O -0.19; S 0.61; O -0.24; O -0.22; O -0.24; H 0.11; H 0.09; H 0.14; H 0.13; C -0.12; C -0.14; O -0.20; S 0.58; O -0.20; O -0.20; O -0.17; H 0.12; H 0.14; H 0.09; H 0.09; C -0.14; C -0.12; O -0.17; S 0.60; O -0.23; O -0.24; O -0.20; H 0.15; H 0.12; H 0.15; H 0.12; C -0.10; C -0.10; O -0.24; S 0.50; O -0.21; O -0.22; O -0.18; H 0.12; H 0.13; H 0.12; H 0.15; C -0.11; C -0.11; O -0.20; S 0.49; O -0.22; O -0.20; O -0.17; H 0.11; H 0.07; H 0.14; H 0.09



[4]
Formula: C60H76ClCrN2O3P
Source: the Open Molecules 2025 dataset
Level of theory: the ωB97M-V functional and the def2-TZVPD basis

The expectation value of S² is 0.78. The calculation puts the electronic energy at -4512.93780 hartree. The strongest force on any atom comes out at 2.32 eV Å⁻¹. For the frontier orbital gap (alpha / beta), the calculation gives 6.212 / 7.226 eV.

The geometry in ORCA input format:
```
! wB97M-V def2-TZVPD RIJCOSX def2/J DEFGRID3
* xyz 1 2
Cr -0.11 0.27 0.26
C 0.39 -4.31 -1.54
N 0.10 -2.94 -1.94
C 0.53 -2.74 -3.33
C -1.32 -2.63 -1.76
C -1.77 -2.63 -0.29
N -1.56 -1.47 0.64
C -1.09 -2.09 1.91
C -1.17 -1.21 3.13
C -1.97 -1.60 4.19
C -2.07 -0.83 5.34
C -1.32 0.34 5.38
C -0.51 0.78 4.34
C -0.46 0.00 3.16
O 0.28 0.33 2.09
C 0.29 2.07 4.49
C 0.09 2.73 5.86
C -0.15 3.09 3.43
C 1.79 1.75 4.34
C -2.99 -1.28 6.47
C -2.49 -2.61 7.04
C -3.04 -0.26 7.61
C -4.42 -1.45 5.93
C -2.89 -0.86 0.91
C -3.45 -0.02 -0.18
C -4.64 -0.34 -0.81
C -5.25 0.56 -1.68
C -4.64 1.79 -1.84
C -3.45 2.17 -1.22
C -2.81 1.23 -0.38
O -1.65 1.40 0.24
C -3.00 3.62 -1.47
C -4.10 4.57 -0.99
C -2.77 3.82 -2.98
C -1.71 4.03 -0.75
C -6.59 0.20 -2.32
C -7.63 0.01 -1.21
C -7.10 1.30 -3.26
C -6.45 -1.10 -3.13
H -0.19 -5.05 -2.12
H 0.18 -4.47 -0.48
H 1.45 -4.51 -1.69
H -0.30 -2.84 -4.04
H 1.27 -3.49 -3.59
H 0.99 -1.77 -3.47
H -1.93 -3.42 -2.24
H -1.59 -1.70 -2.24
H -1.28 -3.49 0.17
H -2.84 -2.85 -0.30
H -0.07 -2.42 1.73
H -1.70 -2.98 2.12
H -2.51 -2.54 4.11
H -1.38 0.95 6.27
H -0.96 3.01 6.02
H 0.69 3.63 5.91
H 0.40 2.07 6.67
H -1.21 3.32 3.54
H 0.01 2.71 2.43
H 0.43 4.01 3.55
H 2.10 1.06 5.13
H 2.38 2.66 4.43
H 1.99 1.28 3.38
H -1.47 -2.51 7.40
H -2.50 -3.40 6.28
H -3.12 -2.93 7.87
H -2.06 -0.14 8.08
H -3.73 -0.61 8.38
H -3.39 0.71 7.27
H -4.48 -2.22 5.16
H -4.78 -0.51 5.50
H -5.09 -1.73 6.74
H -2.77 -0.20 1.77
H -3.59 -1.65 1.19
H -5.10 -1.30 -0.59
H -5.11 2.51 -2.49
H -5.05 4.40 -1.51
H -3.81 5.61 -1.16
H -4.28 4.43 0.08
H -3.69 3.70 -3.55
H -2.04 3.10 -3.36
H -2.38 4.83 -3.18
H -1.84 3.95 0.33
H -1.48 5.07 -1.00
H -0.87 3.42 -1.05
H -7.71 0.91 -0.60
H -7.37 -0.82 -0.55
H -8.61 -0.20 -1.64
H -7.28 2.23 -2.72
H -8.05 0.98 -3.69
H -6.40 1.49 -4.08
H -6.15 -1.94 -2.50
H -5.71 -0.98 -3.92
H -7.41 -1.35 -3.59
Cl -0.45 0.70 -2.12
C 0.62 1.86 -2.83
C 0.48 2.14 -4.18
C 1.34 3.04 -4.76
C 2.33 3.66 -4.01
C 2.44 3.39 -2.65
C 1.58 2.49 -2.03
P 1.68 2.11 -0.24
C 2.21 3.74 0.40
C 3.56 4.08 0.51
C 3.93 5.33 0.96
C 2.96 6.26 1.33
C 1.62 5.94 1.20
C 1.25 4.68 0.74
C 3.22 1.15 -0.21
C 3.65 0.50 -1.29
C 4.59 -0.66 -1.22
C 4.84 -1.14 0.23
C 4.66 -0.12 1.31
C 3.85 0.91 1.11
H -0.30 1.65 -4.75
H 1.24 3.28 -5.81
H 3.01 4.36 -4.47
H 3.20 3.88 -2.06
H 4.33 3.37 0.24
H 4.98 5.59 1.03
H 3.26 7.23 1.71
H 0.86 6.66 1.47
H 0.20 4.44 0.65
H 3.23 0.71 -2.27
H 5.47 -0.51 -1.85
H 5.80 -1.66 0.32
H 5.18 -0.27 2.25
H 3.67 1.64 1.89
C 2.32 -2.05 2.18
C 2.43 -1.74 0.71
O 1.59 -1.10 0.10
C 3.69 -2.23 0.03
C 4.08 -3.62 0.47
C 4.71 -4.45 -0.36
C 4.97 -4.11 -1.76
C 4.53 -2.97 -2.29
C 3.77 -1.95 -1.50
H 1.68 -1.32 2.67
H 3.30 -2.05 2.65
H 1.88 -3.04 2.30
H 3.90 -3.91 1.49
H 5.02 -5.43 -0.01
H 5.52 -4.82 -2.36
H 4.69 -2.74 -3.33
H 2.80 -1.77 -1.96
*
```

Löwdin atomic charge list, values in e, 99 entries: Cr 0.64; C -0.09; N -0.25; C -0.09; C -0.20; C -0.13; N -0.13; C -0.12; C -0.15; C 0.02; C -0.15; C 0.04; C -0.06; C -0.25; O -0.23; C -0.52; C -0.06; C -0.03; C -0.03; C -0.56; C -0.04; C -0.06; C -0.04; C -0.12; C -0.13; C 0.02; C -0.16; C 0.02; C -0.08; C -0.30; O -0.26; C -0.52; C -0.04; C -0.03; C -0.07; C -0.56; C -0.04; C -0.06; C -0.05; H 0.10; H 0.07; H 0.08; H 0.09; H 0.08; H 0.06; H 0.13; H 0.08; H 0.09; H 0.13; H 0.10; H 0.13; H 0.12; H 0.09; H 0.09; H 0.09; H 0.09; H 0.10; H 0.05; H 0.09; H 0.09; H 0.09; H 0.05; H 0.09; H 0.08; H 0.09; H 0.09; H 0.09; H 0.09; H 0.07; H 0.09; H 0.09; H 0.14; H 0.14; H 0.12; H 0.09; H 0.08; H 0.09; H 0.10; H 0.08; H 0.07; H 0.09; H 0.09; H 0.10; H 0.05; H 0.09; H 0.08; H 0.09; H 0.09; H 0.09; H 0.09; H 0.07; H 0.09; H 0.09; Cl 0.92; C -0.58; C -0.09; C -0.05; C -0.05; C -0.05